{
  "formula": "C46H106F6N6O6P",
  "method": "wB97M-V/def2-TZVPD",
  "elements": ["P", "F", "F", "F", "F", "F", "F", "O", "O", "O", "O", "O", "O", "N", "N", "N", "N", "N", "N", "C", "C", "C", "C", "C", "C", "C", "C", "C", "C", "C", "C", "C", "C", "C", "C", "C", "C", "C", "C", "C", "C", "C", "C", "C", "C", "C", "C", "C", "C", "C", "C", "C", "C", "C", "C", "C", "C", "C", "C", "C", "C", "C", "C", "C", "C", "H", "H", "H", "H", "H", "H", "H", "H", "H", "H", "H", "H", "H", "H", "H", "H", "H", "H", "H", "H", "H", "H", "H", "H", "H", "H", "H", "H", "H", "H", "H", "H", "H", "H", "H", "H", "H", "H", "H", "H", "H", "H", "H", "H", "H", "H", "H", "H", "H", "H", "H", "H", "H", "H", "H", "H", "H", "H", "H", "H", "H", "H", "H", "H", "H", "H", "H", "H", "H", "H", "H", "H", "H", "H", "H", "H", "H", "H", "H", "H", "H", "H", "H", "H", "H", "H", "H", "H", "H", "H", "H", "H", "H", "H", "H", "H", "H", "H", "H", "H", "H", "H", "H", "H", "H", "H"],
  "coordinates": [[-0.427420, -0.898590, 0.418231], [-0.045920, -1.648320, 1.814191], [-0.692160, -0.088480, -1.036569], [-1.815910, -1.710300, 0.406771], [0.393120, -2.071050, -0.368419], [-1.166120, 0.261280, 1.285271], [0.991190, -0.103360, 0.437451], [0.000950, 2.471330, -5.106199], [-1.217440, 4.240030, -4.456999], [1.344200, 0.355090, 5.101331], [3.436440, 0.970750, 4.374191], [4.653600, -1.792280, -0.679929], [-2.268700, 1.816580, 7.942251], [5.638270, 0.487610, 0.850251], [0.734430, 3.943010, 1.749241], [2.330390, -0.826450, -5.091339], [-6.282880, 1.781280, -1.028609], [-2.172070, 0.272180, 5.240271], [1.487150, -5.421700, -0.733909], [1.672400, -6.892240, -0.473229], [0.193490, -5.443000, -4.629699], [6.105160, 1.390980, 2.084251], [0.424880, -4.967040, 1.421891], [-4.870820, 1.937730, -1.785769], [-4.528890, 0.327200, -0.231999], [3.647990, 0.063400, -3.185479], [-1.718240, -0.747870, 4.145881], [5.545380, -2.074270, 0.338571], [0.362020, -1.430520, -6.766659], [1.925910, 4.685320, 1.046151], [2.436130, 0.211740, 4.407231], [0.155730, -5.176690, -0.068379], [0.383660, 3.940710, -0.601579], [3.384010, 0.235330, -4.693579], [4.391220, 1.135080, 0.251911], [-1.725110, 1.710240, 4.820031], [1.414140, -4.995530, -2.251759], [2.540130, -4.666930, 0.058201], [-5.971360, 0.666580, -0.044059], [-8.918210, 1.303200, -1.329089], [-0.391180, 3.916280, 0.637371], [1.484710, -0.427760, -6.333999], [0.302230, 4.581890, 3.091151], [-7.439300, 1.288560, -1.970409], [1.561930, 4.896660, -0.436599], [-3.921640, 1.573990, -0.688139], [-0.887780, 3.030200, -4.379639], [1.063500, 2.442490, 2.184651], [-1.578060, 2.196960, -3.312689], [6.741070, 0.579940, -0.191709], [-0.488670, -0.871330, -7.939829], [1.821510, -4.432310, 1.453161], [2.518500, -1.174100, 3.688971], [-3.725960, 0.198810, 5.286401], [0.205330, -5.747520, -3.116139], [1.377380, 4.583890, 4.192541], [3.095430, -2.154420, -5.367379], [-6.732650, 3.070680, -0.352779], [-1.646610, -0.186760, 6.632071], [2.355210, -0.523600, -2.673329], [5.397390, -0.923980, 1.398551], [0.959500, 5.505880, 5.390261], [-9.755670, 0.090930, -1.702739], [1.466560, -0.926620, -3.858809], [-2.330240, 0.404420, 7.855441], [0.025820, -0.455600, -8.806179], [-2.543630, 1.973730, 8.848521], [-0.204430, -1.966990, -6.005459], [-1.315600, -1.527320, -8.211789], [-0.233480, -4.275520, 1.947691], [0.794050, -2.390990, -7.047629], [6.891110, 1.613210, -0.504679], [3.696540, -2.317550, -4.472869], [-10.789030, 0.116190, -1.356859], [2.457560, -4.797760, 2.259381], [1.779410, 5.678350, 6.087471], [-0.245540, -4.484870, -4.907799], [6.184580, -1.102530, 2.131051], [-6.118810, 1.114830, 0.938511], [4.418350, -0.876420, 1.875321], [-6.941620, 3.784460, -1.149619], [2.287110, -2.852820, -5.584049], [-0.557700, -0.138490, 6.637831], [-7.575950, 2.921920, 0.321621], [-3.702140, 2.395640, -0.006379], [-2.235470, -0.622470, 3.194651], [-1.833220, -0.023560, 8.726021], [-4.030600, 1.011010, 5.946421], [1.172300, -5.484860, -5.107479], [-8.837730, 1.093040, -0.262579], [-1.829990, -1.260780, 6.663001], [-0.169170, 4.335800, -1.453859], [-7.158190, 0.318430, -2.380189], [0.656480, 6.417230, 4.874771], [1.636120, 3.593000, 4.565771], [6.360300, 2.395040, 1.745331], [-1.040960, 3.053910, 0.786431], [-9.795510, -0.087120, -2.777359], [4.650160, 2.150740, -0.047239], [-0.635240, -0.781600, 4.027261], [1.297710, 5.944820, -0.576779], [0.701120, -0.162730, -3.995489], [-2.111040, 1.863480, 3.812221], [2.571260, -1.362360, -2.011579], [0.025590, 5.599570, 2.815661], [2.463410, 4.634870, -0.990579], [-4.162890, 0.368370, 4.302311], [6.946000, 0.944620, 2.615151], [5.250690, 1.449950, 2.758431], [3.996990, 0.485250, -0.529379], [1.090890, 0.569790, -6.139319], [1.902760, -7.011110, 0.585501], [-2.904280, 1.372140, -1.023279], [1.871290, -3.344790, 1.507381], [-1.007270, 1.306130, -3.050539], [-0.136890, -4.229780, -0.522089], [-9.356190, 2.264880, -1.596379], [2.692960, -3.743630, -0.500609], [-2.586420, 2.009500, -3.681689], [4.260390, 0.063040, -5.318379], [1.374280, -3.906500, -2.274629], [-4.761270, 2.947220, -2.182039], [-5.928620, 3.472390, 0.263881], [7.661290, 0.059680, 0.074041], [-1.631170, 2.740660, -2.369459], [1.614210, -1.741030, 3.910201], [-4.005190, -0.751020, 5.742411], [2.366590, -5.223000, -2.730489], [0.478620, -5.937730, 1.914811], [0.241770, 2.079200, 2.801801], [2.895490, 1.181810, -4.925139], [-0.553180, -5.991760, -0.213959], [4.425240, -0.662780, -2.947459], [-1.011540, 0.036080, -7.637639], [-6.691110, -0.151990, -0.043039], [-0.656320, 1.813950, 5.007151], [-0.284060, -6.208400, -5.241429], [-7.384840, 1.986800, -2.805639], [-2.108570, -1.708750, 4.481201], [6.437400, 0.043190, -1.090479], [3.346710, -1.742020, 4.112811], [6.563170, -2.139090, -0.046129], [0.708520, 2.920000, -0.803369], [0.088530, 5.186300, 5.962421], [5.240020, -3.003470, 0.819641], [-2.208250, 2.349600, 5.558881], [-0.652090, 4.129450, 3.360721], [1.748990, 0.145440, -2.062609], [-4.113860, 0.043410, 0.735121], [0.895020, -7.557680, -0.848699], [2.187540, -0.457560, -7.166609], [2.150510, 5.623940, 1.552761], [1.986220, 2.555300, 2.753801], [2.610230, -7.106170, -0.985869], [3.446980, -5.270870, 0.089471], [0.721230, -1.704190, -3.691549], [-9.354530, -0.816940, -1.252239], [2.277710, 5.012500, 3.752321], [1.322220, 1.832370, 1.319241], [3.558460, 1.133660, 0.955201], [3.965270, 1.003190, -2.733579], [-0.864640, 4.870940, 0.866641], [4.670430, -2.550830, -1.268079], [-4.916870, 1.183080, -2.570929], [-0.666300, -5.226310, -2.720279], [-3.318880, -0.053650, 7.884841], [3.676880, -2.002250, -6.276699], [2.821590, 4.075990, 1.166871], [0.066160, -6.806510, -2.898729], [-4.295000, -0.429690, -0.980669], [2.613900, -1.062490, 2.608901]],
  "atomic_forces_ev_per_a": [[0.8, 0.4, -0.3], [0.1, 0.2, -0.2], [-0.6, -1.2, 1.6], [0.3, 0.1, -1.0], [-0.7, -0.4, -0.5], [0.3, 0.4, -0.6], [0.1, 0.4, 0.7], [-0.4, -0.7, 0.7], [-0.1, -1.1, 0.5], [1.6, 0.4, -1.6], [-0.9, -0.3, -0.8], [-0.8, 0.0, -1.3], [-0.4, -0.7, -0.3], [1.2, 1.5, 0.8], [0.1, -1.9, 0.5], [0.2, -1.4, -0.2], [-0.8, -0.7, -0.7], [-0.5, -0.4, -1.1], [-1.4, -1.3, -0.7], [2.2, 0.1, -1.0], [1.0, -0.3, -0.4], [-1.0, -0.6, -0.6], [0.8, -0.8, -0.3], [-1.5, 0.8, 0.4], [0.3, -1.2, 1.8], [-0.1, -0.2, -0.9], [-0.6, -0.2, 1.1], [-0.2, 1.4, 1.7], [0.6, -0.7, -0.4], [-0.1, -0.3, 0.7], [-1.1, -0.5, 1.7], [-0.6, 1.9, 0.3], [0.5, 0.2, -2.2], [-0.5, -0.3, -0.4], [-0.1, -1.0, 0.5], [-0.8, -1.3, 1.7], [-0.6, -2.1, -0.6], [-1.5, -0.4, 0.2], [-0.9, 0.6, 1.1], [1.7, -0.8, 0.0], [0.8, 1.3, 2.6], [-0.1, -1.0, 0.1], [0.1, 0.5, -0.9], [-0.4, 0.9, 0.2], [0.3, -0.5, 1.9], [1.9, 1.0, -1.2], [1.3, 1.7, -1.1], [1.1, 2.0, -0.8], [0.2, -0.1, 0.4], [-0.5, -0.8, -0.7], [-0.6, 0.9, 1.0], [2.6, 1.6, -0.9], [-0.3, 0.4, 0.5], [1.4, 0.8, 0.5], [0.4, 2.2, 1.1], [-0.4, 0.1, 0.6], [-1.5, 1.7, 0.0], [0.8, -0.3, -0.3], [0.4, -0.1, -0.7], [-1.2, -0.6, 1.0], [0.8, -0.4, -1.0], [-0.2, -0.1, -1.4], [-0.1, -0.6, -1.1], [-0.6, 1.8, 0.3], [0.5, -0.6, -0.3], [0.5, -0.9, -0.1], [0.0, 0.7, 0.1], [-0.9, 1.4, 0.8], [0.5, -0.3, -0.2], [-0.3, -0.3, -0.4], [0.9, 0.2, -1.1], [0.1, 0.0, 0.5], [-0.1, -0.5, -0.3], [0.1, 0.5, 0.1], [-0.2, -0.2, 0.0], [0.0, 0.0, -0.3], [-0.1, 0.0, 0.3], [-0.2, 0.1, 0.2], [0.2, 0.0, 0.1], [0.2, -0.2, 0.0], [-0.2, 0.0, 0.2], [0.5, -0.4, 0.4], [0.1, 0.7, -0.3], [-0.1, -0.3, -0.5], [-0.9, 0.0, 0.5], [0.2, 0.9, 0.2], [0.3, -0.2, -0.1], [-0.1, -0.1, 0.0], [0.5, 0.3, 0.4], [0.2, 1.1, 0.3], [-0.3, 0.0, -0.1], [-0.4, -0.6, -0.1], [0.1, -0.1, 0.4], [0.2, 0.5, 0.6], [-0.1, -0.1, -0.2], [0.0, -0.2, -0.3], [0.1, 0.1, 0.1], [-0.1, 0.0, -0.1], [-0.1, -0.2, -0.2], [-0.1, 0.4, 0.3], [-0.1, -0.2, -0.3], [0.4, 0.9, -0.2], [0.4, 0.1, 0.1], [-0.1, -0.1, 0.0], [0.2, 0.3, 0.1], [-0.4, 0.2, -0.5], [0.3, -0.3, 0.0], [0.0, -0.2, -0.4], [-0.1, -0.2, 0.1], [0.6, 0.3, -0.3], [-0.1, 0.1, 0.1], [-0.5, -0.1, -0.1], [-0.1, -0.1, -0.7], [-0.5, 0.1, 0.5], [-0.3, -0.4, -0.4], [-0.7, -0.2, 0.2], [-0.2, -0.2, 0.4], [0.1, 0.1, 0.3], [-0.1, -0.4, 0.2], [-0.1, 0.2, -0.1], [-0.7, 0.0, 0.2], [-0.3, -0.1, -0.1], [0.2, -0.2, -0.2], [0.0, 0.5, 0.7], [-0.3, 0.4, -0.1], [0.0, 0.1, -0.2], [0.0, 0.0, -0.4], [0.2, -0.4, 0.3], [-0.6, 0.0, 0.2], [0.2, -0.1, -0.3], [0.2, 0.1, 0.1], [0.2, 0.2, -0.5], [0.3, 0.1, -0.5], [-0.1, 0.1, 0.6], [0.0, 0.1, -0.7], [0.2, -0.4, -0.6], [-0.6, -0.1, 0.5], [-0.2, 0.0, 0.0], [0.3, -0.1, 0.3], [-0.5, 0.0, 0.0], [0.3, 0.1, -0.2], [0.2, -0.1, 0.2], [0.1, 0.0, -0.4], [0.1, -0.4, -0.1], [0.4, -0.1, 0.4], [-0.1, 0.2, -0.3], [0.2, -0.4, 0.1], [0.2, 0.2, 0.0], [0.1, -0.5, -0.1], [-0.1, 0.5, 0.2], [0.1, 0.5, 0.1], [-0.4, -0.1, 0.2], [-0.2, -0.3, 0.4], [0.0, -0.6, -0.1], [-0.1, 0.1, 0.0], [1.1, -1.2, -0.5], [0.3, 0.0, 0.0], [0.1, 0.0, 0.1], [-0.7, 0.1, 0.0], [0.4, 0.2, 0.6], [-0.3, 0.0, -0.1], [-0.6, -0.1, -0.4], [-0.1, 0.0, -0.3], [0.1, 0.2, 0.0], [-0.3, -0.4, 0.1], [-0.6, 0.7, 0.1], [0.2, -0.1, 0.3], [-0.2, -0.2, 0.1], [0.6, 0.1, 0.1], [-0.3, -0.3, 0.2], [0.0, 0.0, -0.1]],
  "lowdin_charge": [0.25, -0.17, -0.19, -0.14, -0.17, -0.17, -0.18, -0.11, -0.07, -0.12, -0.07, -0.09, -0.03, -0.28, -0.19, -0.23, -0.22, -0.27, -0.26, 0.02, -0.10, 0.06, -0.13, -0.04, -0.18, -0.15, 0.01, -0.21, -0.22, -0.07, -0.70, -0.12, -0.18, -0.05, 0.02, 0.03, -0.04, -0.07, -0.11, -0.20, -0.08, -0.07, -0.13, -0.07, -0.11, -0.21, -0.77, 0.04, -0.05, 0.00, -0.07, -0.14, -0.04, 0.02, -0.16, -0.21, 0.06, 0.02, -0.08, -0.16, -0.04, -0.06, -0.11, -0.10, -0.24, 0.08, 0.10, 0.09, 0.08, 0.12, 0.09, 0.11, 0.10, 0.09, 0.12, 0.08, 0.06, 0.14, 0.13, 0.10, 0.12, 0.08, 0.12, 0.10, 0.12, 0.07, 0.14, 0.10, 0.07, 0.10, 0.13, 0.13, 0.13, 0.07, 0.10, 0.10, 0.12, 0.08, 0.11, 0.07, 0.13, 0.12, 0.09, 0.08, 0.13, 0.12, 0.10, 0.11, 0.08, 0.07, 0.11, 0.12, 0.10, 0.09, 0.04, 0.11, 0.12, 0.10, 0.07, 0.14, 0.10, 0.14, 0.10, 0.12, 0.04, 0.05, 0.11, 0.12, 0.12, 0.08, 0.14, 0.14, 0.09, 0.08, 0.14, 0.08, 0.08, 0.13, 0.10, 0.09, 0.08, 0.12, 0.12, 0.07, 0.13, 0.09, 0.12, 0.10, 0.12, 0.11, 0.14, 0.13, 0.07, 0.11, 0.13, 0.13, 0.08, 0.11, 0.07, 0.09, 0.11, 0.14, 0.09, 0.14, 0.09, 0.11, 0.11, 0.11, 0.10, 0.14, 0.03],
  "e_tot_ev": -96218.785,
  "charge": 3
}